(1)
A single C17H27N7O2 molecule in a non-equilibrium geometry, computed with ωB97M-V with the def2-TZVPD basis set.

Energy above the lowest of the compared OMol25 structures with the same formula, charge and spin in kJ/mol: 426.6
Gap between HOMO and LUMO in Eh: 0.3068
Charge: 0
LUMO in eV: -0.08
E in hartree: -1197.6668
SMILES string: COCCCNc1nc2nonc2nc1N1CCN(C2CCCC2)CC1
Max |F| in eV/A: 1.84
HOMO level in eV: -8.423

Each line ends with the natural charge from an NBO analysis.
Cartesian coordinates (Å):
C -0.686 3.521 1.701  -0.254
H 0.103 2.948 2.183  0.193
O -0.662 3.170 0.338  -0.559
C -1.542 3.927 -0.470  -0.066
C -2.995 3.440 -0.437  -0.435
H -3.630 4.213 -0.871  0.219
H -3.310 3.286 0.596  0.211
C -3.201 2.147 -1.228  -0.230
N -2.447 1.044 -0.682  -0.576
C -3.030 -0.093 -0.261  0.400
N -4.339 -0.158 -0.305  -0.500
C -4.865 -1.378 -0.090  0.216
N -6.115 -1.769 -0.071  -0.108
O -6.071 -3.110 0.074  -0.124
N -4.818 -3.594 0.149  -0.092
C -4.031 -2.550 0.061  0.200
N -2.690 -2.464 0.170  -0.455
C -2.194 -1.255 0.111  0.397
N -0.848 -1.121 0.265  -0.429
C -0.036 -2.324 0.267  -0.211
C 1.344 -1.966 -0.284  -0.235
N 1.948 -0.959 0.565  -0.450
C 1.142 0.242 0.544  -0.218
C -0.243 -0.098 1.095  -0.236
H -0.868 0.789 1.156  0.226
H -0.115 -0.501 2.110  0.196
H 1.606 0.998 1.181  0.207
H 1.041 0.667 -0.471  0.166
C 3.374 -0.731 0.407  -0.028
C 4.201 -1.976 0.797  -0.416
H 4.942 -1.696 1.546  0.210
H 3.571 -2.749 1.229  0.218
C 4.911 -2.424 -0.480  -0.402
H 4.259 -3.063 -1.079  0.193
H 5.830 -2.970 -0.273  0.213
C 5.160 -1.111 -1.215  -0.398
H 5.400 -1.255 -2.268  0.211
H 5.985 -0.575 -0.744  0.195
C 3.855 -0.345 -1.014  -0.436
H 3.983 0.732 -1.121  0.213
H 3.124 -0.673 -1.754  0.201
H 3.610 0.083 1.101  0.197
H 1.968 -2.858 -0.293  0.212
H 1.215 -1.616 -1.324  0.168
H -0.524 -3.073 -0.355  0.239
H 0.060 -2.722 1.284  0.194
H -1.444 1.114 -0.720  0.415
H -2.897 2.308 -2.269  0.189
H -4.251 1.853 -1.202  0.255
H -1.148 3.843 -1.487  0.185
H -1.498 4.983 -0.169  0.173
H -0.487 4.591 1.833  0.175
H -1.645 3.281 2.173  0.170

Forces on atoms 1 to 3 (eV/Å):
-0.1 0.0 0.1
0.0 0.0 0.1
0.2 -0.2 -0.1

---

(2)
A single C17H27NO4 molecule, computed with ωB97M-V with the def2-TZVPD basis set.

Energy above the lowest of the compared OMol25 structures with the same formula, charge and spin in kJ/mol: 108.0
Gap between HOMO and LUMO in Eh: 0.3421
Charge: 0
LUMO in eV: 0.83
E in hartree: -1019.6906
SMILES string: CCOc1cc(C(=O)N[C@H](C)CC)cc(OCC)c1OCC
Max |F| in eV/A: 0.66
HOMO level in eV: -8.482

Each line ends with the natural charge from an NBO analysis.
Cartesian coordinates (Å):
C -0.761 4.253 -1.744  -0.638
C -0.943 3.163 -2.796  -0.062
H -1.934 2.700 -2.712  0.177
H -0.847 3.594 -3.797  0.194
O 0.073 2.182 -2.743  -0.487
C 0.035 1.225 -1.785  0.274
C -0.966 1.066 -0.839  -0.279
C -0.887 0.060 0.119  -0.112
C 0.172 -0.833 0.096  -0.268
C 1.173 -0.710 -0.862  0.254
C 1.131 0.339 -1.784  0.248
O 2.117 0.525 -2.730  -0.523
C 3.368 0.952 -2.210  -0.062
C 3.309 2.373 -1.662  -0.640
H 2.915 3.043 -2.422  0.217
H 2.659 2.415 -0.790  0.210
H 4.305 2.700 -1.376  0.213
H 4.050 0.899 -3.063  0.187
H 3.716 0.263 -1.430  0.176
O 2.203 -1.618 -0.811  -0.526
C 2.451 -2.365 -2.000  -0.066
C 3.704 -3.195 -1.775  -0.620
H 3.573 -3.840 -0.910  0.211
H 3.899 -3.807 -2.651  0.214
H 4.557 -2.546 -1.597  0.209
H 1.588 -3.018 -2.194  0.169
H 2.579 -1.699 -2.859  0.192
H 0.243 -1.663 0.783  0.219
C -2.008 -0.023 1.105  0.670
O -3.123 0.392 0.851  -0.631
N -1.680 -0.573 2.295  -0.613
H -0.727 -0.847 2.469  0.394
C -2.631 -0.779 3.366  -0.060
C -2.233 0.049 4.587  -0.606
H -2.158 1.100 4.319  0.218
H -1.272 -0.282 4.974  0.197
H -2.977 -0.056 5.371  0.212
C -2.726 -2.270 3.708  -0.394
C -3.213 -3.099 2.526  -0.607
H -2.536 -2.998 1.681  0.207
H -4.198 -2.763 2.210  0.210
H -3.274 -4.150 2.797  0.209
H -3.413 -2.390 4.547  0.205
H -1.742 -2.625 4.029  0.189
H -3.593 -0.428 2.978  0.232
H -1.829 1.711 -0.802  0.242
H -0.838 3.843 -0.741  0.214
H 0.218 4.713 -1.855  0.213
H -1.525 5.015 -1.871  0.217

Forces on atoms 1 to 3 (eV/Å):
0.1 -0.4 -0.2
-0.3 0.4 0.1
0.1 0.0 -0.1

---

(3)
A 2-piece molecular cluster, C17H28BO3 overall in a non-equilibrium geometry, computed with ωB97M-V with the def2-TZVPD basis set.

Gap between HOMO and LUMO in Eh: 0.2411
Charge: -1
LUMO in eV: 2.68
E in hartree: -915.2149
Max |F| in eV/A: 1.01
HOMO level in eV: -3.882

Each line ends with the natural charge from an NBO analysis.
Cartesian coordinates (Å):
C -1.968 1.277 -0.482  -0.631
C -1.340 1.150 -1.859  0.079
O -1.956 1.950 -2.842  -0.742
B -0.887 2.104 -3.921  0.438
O 0.404 1.661 -3.259  -0.741
C 0.064 1.754 -1.913  0.099
C 1.152 1.263 -0.946  -0.541
C 1.843 2.465 -0.383  0.598
O 1.590 2.929 0.696  -0.555
C 2.877 3.089 -1.283  -0.048
C 4.219 2.860 -0.999  -0.231
C 5.194 3.400 -1.837  -0.221
C 4.806 4.150 -2.940  -0.230
C 3.464 4.382 -3.217  -0.192
C 2.485 3.844 -2.387  -0.200
H -1.540 2.102 0.081  0.205
H -1.773 0.370 0.088  0.185
H -3.035 1.462 -0.579  0.217
H -1.342 0.139 -2.281  0.152
H -0.749 3.265 -4.329  -0.156
H -1.221 1.384 -4.873  -0.148
H -0.147 2.817 -1.705  0.146
H 0.773 0.624 -0.156  0.219
H 1.888 0.716 -1.534  0.233
H 4.498 2.269 -0.143  0.209
H 6.236 3.211 -1.628  0.201
H 5.553 4.563 -3.602  0.200
H 3.173 4.954 -4.081  0.210
H 1.444 3.997 -2.608  0.248
C 0.202 -2.567 1.687  -0.611
C -1.304 -2.686 1.475  -0.401
C -2.120 -2.377 2.728  -0.398
C -1.871 -3.317 3.909  -0.396
C -2.119 -4.796 3.617  -0.397
C -3.563 -5.106 3.236  -0.610
H 0.564 -3.279 2.431  0.191
H 0.738 -2.762 0.757  0.214
H 0.468 -1.562 2.020  0.208
H -1.545 -3.685 1.100  0.188
H -1.602 -1.988 0.689  0.216
H -3.183 -2.388 2.470  0.199
H -1.903 -1.353 3.048  0.206
H -2.512 -3.007 4.740  0.195
H -0.843 -3.194 4.263  0.199
H -1.858 -5.373 4.509  0.195
H -1.449 -5.142 2.825  0.195
H -4.248 -4.803 4.031  0.198
H -3.698 -6.176 3.067  0.204
H -3.858 -4.590 2.321  0.205

Forces on atoms 1 to 3 (eV/Å):
-0.1 -0.2 -0.3
0.1 0.9 -0.3
0.2 0.2 0.1